No. 1
A cluster of 8 separate species, C2H20O9 in total in a non-equilibrium geometry. Source: the OMol25 dataset; level of theory: ωB97M-V/def2-TZVPD.

```
31
Properties=species:S:1:pos:R:3:forces:R:3:mulliken_charge:R:1
O 3.941016 24.994932 -28.953049 -0.11 0.36 0.08 -0.598
H 4.525501 25.388102 -29.601137 0.13 0.09 -0.17 0.293
H 4.112710 24.055216 -29.013850 -0.16 -0.36 -0.03 0.271
O 7.556774 24.340374 -23.311847 0.45 0.33 0.20 -0.717
H 6.642552 24.089059 -23.443217 -0.53 -0.08 -0.30 0.329
H 8.053061 23.540988 -23.487674 0.05 -0.22 -0.03 0.358
O 2.068596 21.839676 -29.744327 0.08 0.16 -1.13 -0.764
H 2.593771 21.965088 -28.953957 0.09 -0.04 0.67 0.386
H 1.301286 21.350432 -29.447498 0.07 -0.02 0.35 0.273
O 3.682112 21.275372 -24.121945 0.66 0.53 -1.19 -0.008
H 3.989123 21.565909 -23.263134 0.21 0.11 0.93 0.005
H 2.987241 20.646215 -23.928179 -0.75 -0.66 0.14 0.047
O 0.643382 20.947454 -27.527206 -0.07 -0.12 -0.34 -0.321
H -0.297818 20.868129 -27.682418 -0.34 -0.04 0.05 0.245
H 0.727505 20.980671 -26.574284 0.20 0.03 0.55 0.230
O 2.130390 24.029863 -25.372143 -0.72 0.24 0.34 -0.642
H 3.070314 24.210368 -25.385609 0.52 -0.08 0.11 0.260
H 1.839899 24.203026 -26.267609 0.00 -0.07 -0.30 0.341
O 7.419859 22.970832 -30.128546 -0.24 -0.05 0.00 -0.601
H 7.698681 23.591407 -30.801882 0.03 0.16 -0.19 0.301
H 8.218634 22.771722 -29.640138 0.17 -0.09 0.21 0.306
C 5.461962 23.556691 -26.390103 0.96 1.94 0.26 -0.371
C 4.931920 22.407820 -27.104818 -0.18 -1.46 -1.39 -1.428
O 3.528236 22.276901 -27.188176 -0.06 0.51 -0.35 -0.023
O 5.053758 23.706949 -25.077614 -0.53 0.43 1.30 -0.516
H 5.224270 24.465301 -26.943306 -0.44 0.14 0.10 0.277
H 6.551702 23.580487 -26.392660 0.43 -0.60 -0.31 0.233
H 5.311098 21.445553 -26.760770 0.47 0.07 0.03 0.595
H 5.270784 22.624689 -28.117858 0.27 -0.70 -0.38 0.207
H 3.246142 21.712781 -26.464451 -0.30 -0.04 0.48 -0.148
H 4.733046 22.857151 -24.766834 -0.36 -0.47 0.30 0.178
```
Forces are in eV/Å.

Results
HOMO (alpha / beta)   0.19 / -7.22 eV
LUMO (alpha / beta)   2.30 / 2.26 eV
2S+1   2
Total charge   -1
HOMO-LUMO gap (alpha / beta)   2.113 / 9.487 eV
⟨S²⟩   0.750

=====

No. 2
A structure of composition C2HEuFO2 in a non-equilibrium geometry. Source: the OMol25 dataset; level of theory: ωB97M-V/def2-TZVPD.

```
7
Properties=species:S:1:pos:R:3:forces:R:3:mulliken_charge:R:1
C 0.671115 0.495714 0.000816 -3.75 5.52 -0.94 -0.287
C 0.413742 -0.856715 0.173428 -0.18 -8.22 0.12 0.790
O 0.653087 -1.995433 0.185297 -1.11 4.90 0.14 -0.048
O -0.271967 1.349150 -0.197495 3.88 -3.09 0.78 -0.353
Eu 3.043829 1.360565 -0.073586 0.83 0.73 -0.10 1.866
H -2.134131 0.336795 -0.112203 -1.49 -4.50 0.58 0.447
F -2.375673 -0.690079 0.023743 1.83 4.66 -0.58 -0.415
```
Forces are in eV/Å.

Results
HOMO (alpha / beta)   -19.50 / -19.52 eV
LUMO (alpha / beta)   -11.48 / -11.46 eV
2S+1   8
Total charge   +2
HOMO-LUMO gap (alpha / beta)   8.018 / 8.069 eV
⟨S²⟩   15.759
ΔE to the lowest compared entry with this formula, charge and spin   0.161 eV